Entry 1:
7
Properties=species:S:1:pos:R:3:forces:R:3 method="wB97M-V/def2-TZVPD" e_tot_ev=-5308.404 gap_ev=11.8302 homo_energy_ev=-10.66 spin_multiplicity=1
F 1.83458 -0.12561 -0.08981 0.27 -0.34 0.20
N -0.46630 -0.52954 0.05907 -0.06 -0.25 0.00
C 0.57318 0.39254 0.17686 0.02 3.44 -3.62
H -0.55717 -0.89050 -0.88242 0.03 0.04 0.09
H 0.62109 0.88288 1.14722 -0.09 -0.05 -0.09
H -0.33833 -1.30592 0.70054 -0.13 0.08 0.01
H 0.47381 1.37438 -0.85251 -0.05 -2.93 3.42



Entry 2:
9
Properties=species:S:1:pos:R:3:forces:R:3 method="wB97M-V/def2-TZVPD" e_tot_ev=-8844.767 gap_ev=7.8037 homo_energy_ev=-2.91 total_charge=-1 spin_multiplicity=1
F 0.19943 1.02120 1.60241 0.22 -0.01 0.72
O 1.55392 -1.78782 -0.25212 0.33 -1.67 0.31
N -1.09926 0.63468 -0.38400 0.94 2.05 1.18
N 0.78351 -0.75667 -0.43503 3.33 1.92 -1.59
C -0.23225 -0.37949 0.19682 -4.84 -0.91 0.82
H 1.32680 0.00909 -0.88936 -0.79 -0.32 0.01
H -1.41426 1.36992 0.42247 1.48 -2.66 -2.16
H -0.75476 -1.29756 0.64702 0.77 1.87 0.19
H -0.36312 1.18665 -0.90822 -1.44 -0.27 0.51



Entry 3:
9
Properties=species:S:1:pos:R:3:forces:R:3 method="wB97M-V/def2-TZVPD" e_tot_ev=-23885.326 gap_ev=8.6212 homo_energy_ev=-8.72 smiles="[H]/P=N/P(C)F" spin_multiplicity=1
P -1.03132 0.43522 0.11438 2.96 0.68 1.09
P 1.19154 2.30042 -0.82895 -2.90 2.85 -1.73
F -1.08320 0.45936 1.78189 0.18 0.16 -1.77
N 1.01221 0.98107 -0.12195 -3.48 -4.03 2.20
C -0.69474 -1.33928 0.02593 -2.18 -0.46 -1.91
H -1.59168 -1.90789 0.35086 0.80 0.36 0.69
H -0.54554 -1.80361 -0.95240 -0.29 0.86 -0.70
H 2.50183 2.40868 -0.77497 3.13 0.18 0.09
H 0.24091 -1.53398 0.40521 1.78 -0.60 2.05



Entry 4:
9
Properties=species:S:1:pos:R:3:forces:R:3 method="wB97M-V/def2-TZVPD" e_tot_ev=-23884.997 gap_ev=10.0975 homo_energy_ev=-9.59 smiles="[H]/N=C(/F)[PH]#[PH2]" spin_multiplicity=1
P 0.54408 1.00981 -0.76901 -1.27 1.66 0.46
P -0.44697 0.03862 0.94893 -0.84 0.05 -0.88
F -2.58219 1.20771 -0.50915 1.29 -2.83 1.01
N -2.50008 -1.13068 -0.53947 -1.44 1.94 -1.05
C -1.98448 -0.08725 -0.12238 -0.53 0.60 0.08
H 1.49482 1.04906 0.22091 1.46 0.78 0.18
H -2.02459 -1.96294 -0.32217 0.70 -1.06 0.59
H -0.15645 2.32041 -0.35007 1.25 -1.54 -0.55
H 0.10800 -1.24764 0.57211 -0.62 0.41 0.16



Entry 5:
11
Properties=species:S:1:pos:R:3:forces:R:3 method="wB97M-V/def2-TZVPD" e_tot_ev=-40962.938 gap_ev="4.6647 / 4.6325" homo_energy_ev="-8.34 / -8.30" spin_multiplicity=1
I -4.06769 -1.43763 -0.23764 -0.01 0.16 0.27
I 1.48643 -4.14254 -0.10893 -1.11 0.59 0.54
S -2.81247 -0.94847 1.65995 0.57 -1.08 -0.52
P -0.47423 -2.47831 0.14938 1.29 1.69 0.64
O -1.21736 -2.45087 -1.10396 -0.55 -0.46 -0.72
N 0.41675 -1.04561 0.33632 1.41 -1.83 -0.41
C -0.10902 0.16290 -0.16270 -4.18 1.10 -0.95
H 0.70772 -0.76502 1.24754 0.69 -1.14 0.98
H 0.59895 0.99579 -0.39375 -0.33 -1.13 -0.27
H -0.70513 0.46236 0.71948 -0.19 1.06 -0.66
H -0.98026 -0.09202 -0.93962 2.40 1.03 1.11



Entry 6:
8
Properties=species:S:1:pos:R:3:forces:R:3 method="wB97M-V/def2-TZVPD" e_tot_ev=-25179.010 gap_ev="4.4931 / 8.6155" homo_energy_ev="-7.63 / -9.83" spin_multiplicity=1
I 0.23686 -3.46458 -0.05943 -0.03 1.15 0.00
I 4.18870 0.76087 0.50415 -0.27 -0.17 -0.04
Si 0.47851 -0.96812 -0.48029 -0.01 -1.36 -0.63
C -1.05224 -0.01087 0.05574 -1.31 -1.18 3.65
H -1.24167 0.91918 -0.39412 0.33 1.34 -0.83
H 1.99987 -0.80957 -0.36904 -0.60 0.63 0.40
H -1.20185 0.19590 1.24339 0.71 -0.59 -2.63
H -1.97521 -0.61581 -0.18564 1.18 0.19 0.08



Entry 7:
8
Properties=species:S:1:pos:R:3:forces:R:3 method="wB97M-V/def2-TZVPD" e_tot_ev=-12174.851 gap_ev=9.0237 homo_energy_ev=-14.26 total_charge=+1 smiles="N/C=[NH+]/I" spin_multiplicity=1
I -2.93062 0.05284 0.03411 0.30 -0.32 0.04
N -0.93380 -0.47862 0.03844 -1.00 -2.37 -0.65
N 1.22506 0.16449 0.02884 1.60 -2.02 0.69
C -0.04443 0.46547 0.05049 1.79 -2.19 -0.82
H -0.68294 -1.52785 -0.22210 -0.57 3.05 1.00
H -0.27989 1.46000 -0.04074 -0.99 2.27 0.05
H 2.08611 0.62560 -0.16186 -0.24 1.98 -0.22
H 1.56052 -0.76194 0.27282 -0.89 -0.41 -0.10



Entry 8:
8
Properties=species:S:1:pos:R:3:forces:R:3 method="wB97M-V/def2-TZVPD" e_tot_ev=-12174.914 gap_ev=9.2382 homo_energy_ev=-14.20 total_charge=+1 smiles="N/C=[NH+]/I" spin_multiplicity=1
I 2.88146 0.04116 -0.06208 0.53 -0.43 -0.13
N 0.91144 0.42178 0.05026 -0.05 4.55 -0.05
N -1.32557 -0.09754 -0.04567 -1.72 -3.69 0.29
C -0.08602 -0.38663 -0.13264 3.41 -1.13 0.82
H 0.78435 1.50613 0.17241 -0.18 -2.84 -0.26
H 0.32866 -1.38993 -0.20008 -1.02 -0.44 -0.22
H -1.57228 0.83761 -0.01403 -1.32 1.88 0.38
H -1.92203 -0.93256 0.23184 0.36 2.09 -0.83